# C13H10OS

C13H10OS in the gas phase (wB97M-V/def2-TZVPD, the Open Molecules 2025 dataset).

Geometry as XYZ:
```
25
C13H10OS, DFT wB97M-V/def2-TZVPD
O -2.436 0.771 0.648
C -1.425 0.278 0.889
C -0.362 -0.260 1.453
C 0.391 0.393 2.410
C 1.421 -0.266 3.021
C 1.855 -1.584 2.676
C 1.287 -2.190 1.655
C 0.336 -1.434 0.688
S 1.555 -0.877 -0.638
C 0.352 0.105 -1.487
C -0.260 -0.329 -2.667
C -1.244 0.376 -3.253
C -1.648 1.598 -2.721
C -0.984 2.060 -1.595
C 0.033 1.390 -0.970
H -0.069 1.361 2.741
H 2.149 0.282 3.593
H 2.573 -2.168 3.364
H 1.582 -3.168 1.629
H -0.340 -2.084 0.143
H 0.139 -1.149 -3.234
H -1.573 0.034 -4.150
H -2.374 2.094 -3.184
H -1.329 2.950 -0.906
H 0.372 1.818 -0.104
```

Summary:
DFT total energy (eV): -26522.3399
ΔE to the lowest compared entry with this formula, charge and spin (eV): 1.115
Gap between HOMO and LUMO (Eh): 0.2989

# C27H40AlN10O2SSe2

A molecular structure, C27H40AlN10O2SSe2 (wB97M-V/def2-TZVPD, the Open Molecules 2025 dataset).

Geometry as XYZ:
```
83
C27H40AlN10O2SSe2, DFT wB97M-V/def2-TZVPD
Al 1.447 -0.130 0.721
C 5.092 1.782 2.365
O 4.041 1.590 3.353
C 2.932 1.021 2.998
O 2.739 0.621 1.813
N 2.051 0.901 3.982
N 0.829 0.268 3.750
H 5.859 2.338 2.890
H 4.703 2.352 1.525
H 5.470 0.813 2.047
H 2.325 1.225 4.903
H 0.074 0.895 4.007
H 0.769 -0.570 4.321
Se 3.551 -2.187 2.095
N 1.782 -1.931 1.692
C 1.148 -3.072 1.972
C -0.246 -3.358 1.828
C -0.694 -4.592 2.174
C 0.161 -5.633 2.675
C 1.481 -5.416 2.838
C 2.011 -4.128 2.490
N 3.281 -3.833 2.619
H -0.934 -2.607 1.477
H -1.751 -4.807 2.078
H -0.273 -6.589 2.931
H 2.157 -6.166 3.224
C -3.098 3.393 2.470
C -3.132 4.275 1.221
C -3.667 3.607 -0.055
C -2.599 3.004 -0.961
N -1.805 1.992 -0.230
C -1.456 0.742 -0.452
S -0.807 -0.125 0.954
N -1.570 0.058 -1.579
C -2.340 0.383 -2.798
C -3.845 0.203 -2.616
C -4.326 -1.247 -2.582
C -3.856 -2.076 -1.390
H -2.803 3.981 3.339
H -2.410 2.541 2.413
H -4.085 2.979 2.675
H -2.143 4.710 1.026
H -3.771 5.128 1.448
H -4.190 4.351 -0.659
H -4.406 2.840 0.192
H -1.902 3.781 -1.286
H -3.047 2.565 -1.841
H -1.585 2.292 0.711
H -1.300 -0.908 -1.485
H -1.968 -0.288 -3.572
H -2.075 1.391 -3.113
H -4.334 0.715 -3.448
H -4.166 0.717 -1.703
H -4.043 -1.743 -3.514
H -5.417 -1.224 -2.581
H -2.806 -2.379 -1.472
H -4.431 -2.998 -1.318
H -3.981 -1.538 -0.446
Se 4.070 -0.111 -1.245
N 2.461 -0.844 -0.800
C 2.354 -2.012 -1.439
C 1.260 -2.914 -1.372
C 1.333 -4.063 -2.096
C 2.461 -4.394 -2.920
C 3.521 -3.562 -3.019
C 3.495 -2.341 -2.269
N 4.474 -1.461 -2.275
H 0.399 -2.693 -0.753
H 0.509 -4.765 -2.056
H 2.447 -5.326 -3.467
H 4.382 -3.782 -3.633
C 1.011 3.809 -3.128
N 1.125 3.193 -1.801
C 1.204 3.862 -0.605
C 1.378 2.916 0.353
N 1.421 1.672 -0.244
C 1.258 1.889 -1.546
H 0.564 4.793 -3.017
H 0.373 3.195 -3.758
H 1.996 3.909 -3.579
H 1.144 4.936 -0.545
H 1.470 3.054 1.417
H 1.249 1.132 -2.314
```

Summary:
DFT total energy (eV): -195749.5038
ΔE to the lowest compared entry with this formula, charge and spin (eV): 0.000
Gap between HOMO and LUMO (Eh): 0.2717
Total charge: +3

# C53H125F30N5O3P7

11 unconnected molecules or ions with the total composition C53H125F30N5O3P7 (wB97M-V/def2-TZVPD, the Open Molecules 2025 dataset).

Geometry as XYZ:
```
223
C53H125F30N5O3P7, DFT wB97M-V/def2-TZVPD
C -2.374 -6.749 6.399
N -1.039 -7.524 6.157
C 0.103 -6.938 7.037
C -1.265 -8.993 6.625
C -0.801 -7.407 4.640
C 0.200 -6.348 4.239
O -0.135 -5.102 4.801
H -2.233 -5.675 6.274
H -2.636 -6.890 7.447
H -3.157 -7.050 5.703
H 0.980 -7.450 6.641
H -0.111 -7.354 8.021
H 0.132 -5.849 7.071
H -1.789 -8.879 7.574
H -0.307 -9.509 6.703
H -1.910 -9.439 5.868
H -1.699 -7.230 4.049
H -0.386 -8.392 4.425
H 0.032 -6.203 3.172
H 1.254 -6.579 4.393
H 0.348 -4.398 4.361
C -2.476 -13.328 6.630
N -1.121 -13.997 6.402
C -0.202 -13.138 5.482
C -0.413 -14.119 7.808
C -1.136 -15.484 5.888
C -2.203 -15.675 4.823
O -2.027 -14.848 3.734
H -2.217 -12.382 7.105
H -3.020 -14.089 7.190
H -3.042 -13.163 5.712
H -0.808 -12.721 4.678
H 0.645 -13.769 5.210
H 0.112 -12.278 6.073
H -0.097 -13.104 8.050
H 0.480 -14.738 7.730
H -1.155 -14.478 8.521
H -1.299 -16.067 6.795
H -0.178 -15.729 5.431
H -3.172 -15.600 5.318
H -2.141 -16.707 4.477
H -1.588 -15.289 3.002
C -4.066 -9.863 11.317
N -4.721 -8.649 10.522
C -4.070 -8.750 9.083
C -6.247 -8.960 10.373
C -4.452 -7.217 11.173
C -5.430 -6.795 12.319
O -5.622 -7.780 13.327
H -4.384 -10.786 10.833
H -4.390 -9.944 12.354
H -3.005 -9.628 11.412
H -4.213 -9.704 8.576
H -3.051 -8.417 9.281
H -4.614 -8.007 8.499
H -6.684 -9.183 11.347
H -6.227 -9.883 9.794
H -6.749 -8.081 9.970
H -4.606 -6.468 10.397
H -3.404 -7.194 11.474
H -6.353 -6.460 11.846
H -4.994 -5.881 12.723
H -5.712 -7.268 14.133
C 4.172 -6.656 6.690
C 4.812 -5.817 5.549
N 5.232 -4.542 5.983
C 6.375 -4.143 6.662
C 6.288 -2.745 6.851
N 5.017 -2.326 6.346
C 4.479 -3.418 5.723
C 4.500 -0.988 6.212
H 4.676 -6.603 7.655
H 4.010 -7.707 6.449
H 3.212 -6.162 6.838
H 4.203 -5.909 4.650
H 5.645 -6.361 5.102
H 7.151 -4.839 6.945
H 6.902 -1.976 7.295
H 3.470 -3.443 5.339
H 4.357 -0.764 5.155
H 5.212 -0.228 6.533
H 3.556 -0.878 6.746
C -10.544 -12.320 1.367
C -10.549 -10.803 0.965
C -9.441 -10.023 1.737
C -8.850 -8.854 0.893
P -8.652 -7.223 1.668
C -7.101 -6.463 1.055
C -5.829 -7.201 1.429
C -4.526 -6.592 0.989
C -3.335 -6.885 1.977
C -9.986 -6.106 1.086
C -11.402 -6.294 1.665
C -12.129 -7.568 1.143
C -13.657 -7.382 0.764
C -8.670 -7.458 3.517
C -8.750 -6.089 4.308
C -7.348 -5.515 4.715
C -7.353 -4.097 5.031
H -11.012 -12.669 2.287
H -9.507 -12.633 1.240
H -10.949 -12.907 0.543
H -11.546 -10.367 1.020
H -10.431 -10.670 -0.111
H -8.641 -10.752 1.864
H -9.720 -9.766 2.759
H -9.432 -8.725 -0.019
H -7.803 -9.062 0.676
H -7.043 -5.501 1.564
H -7.264 -6.215 0.006
H -5.896 -8.201 1.001
H -5.886 -7.262 2.516
H -4.612 -5.511 0.884
H -4.069 -7.008 0.091
H -2.376 -6.487 1.646
H -3.269 -7.954 2.177
H -3.596 -6.351 2.891
H -9.988 -6.162 -0.002
H -9.520 -5.131 1.231
H -12.043 -5.431 1.481
H -11.395 -6.216 2.752
H -12.051 -8.384 1.862
H -11.599 -7.955 0.273
H -14.058 -8.197 0.160
H -13.863 -6.563 0.076
H -14.299 -7.315 1.642
H -8.073 -8.252 3.964
H -9.675 -7.839 3.696
H -9.237 -6.234 5.273
H -9.444 -5.367 3.877
H -6.636 -5.626 3.897
H -6.939 -5.999 5.603
H -8.049 -3.899 5.846
H -7.773 -3.441 4.268
H -6.376 -3.770 5.385
C 9.732 -2.628 8.762
C 9.292 -4.097 8.875
C 8.281 -4.383 9.969
C 8.099 -5.914 10.388
P 6.778 -6.247 11.606
C 5.139 -5.551 11.012
C 3.933 -6.141 11.685
C 2.679 -6.216 10.710
C 2.104 -4.864 10.430
C 6.682 -8.097 11.653
C 6.248 -8.584 10.277
C 5.954 -10.065 10.224
C 4.638 -10.366 10.989
C 7.069 -5.530 13.212
C 8.167 -6.036 14.241
C 9.519 -6.176 13.606
C 10.526 -6.455 14.704
H 8.935 -1.983 8.392
H 10.509 -2.529 8.004
H 10.162 -2.246 9.687
H 10.226 -4.653 8.960
H 9.016 -4.504 7.902
H 7.391 -3.846 9.641
H 8.585 -3.814 10.847
H 8.984 -6.414 10.782
H 7.831 -6.478 9.495
H 5.117 -5.759 9.942
H 5.108 -4.463 11.056
H 3.752 -5.532 12.571
H 4.117 -7.188 11.928
H 1.976 -6.846 11.254
H 2.800 -6.736 9.759
H 1.782 -4.358 11.340
H 1.353 -4.916 9.642
H 2.850 -4.295 9.875
H 5.958 -8.372 12.420
H 7.706 -8.415 11.847
H 6.968 -8.460 9.469
H 5.342 -8.061 9.973
H 6.799 -10.669 10.552
H 5.911 -10.363 9.176
H 3.764 -9.765 10.740
H 4.732 -10.244 12.068
H 4.298 -11.326 10.600
H 6.063 -5.652 13.613
H 7.089 -4.447 13.090
H 7.794 -7.008 14.565
H 8.140 -5.440 15.153
H 9.792 -5.309 13.004
H 9.481 -6.972 12.862
H 10.587 -5.714 15.501
H 11.535 -6.532 14.297
H 10.219 -7.348 15.248
P 2.575 -10.257 4.452
F 3.053 -10.618 2.950
F 2.953 -11.723 5.011
F 4.146 -9.774 4.930
F 1.974 -9.867 5.895
F 2.214 -8.725 3.907
F 1.015 -10.584 4.004
P -0.199 -11.061 10.015
F -1.568 -11.584 9.356
F -0.986 -10.939 11.486
F 0.181 -12.630 10.357
F 1.157 -10.587 10.770
F 0.642 -11.100 8.733
F -0.589 -9.502 9.778
P 1.574 -2.642 2.971
F 1.922 -2.857 1.348
F 0.977 -1.145 2.780
F 0.128 -3.307 2.745
F 1.233 -2.612 4.575
F 2.154 -4.169 3.300
F 3.015 -2.124 3.387
P -4.691 -10.389 4.796
F -3.170 -11.175 4.660
F -4.104 -8.877 4.788
F -4.795 -10.462 3.166
F -6.225 -9.812 4.934
F -5.205 -11.884 4.909
F -4.495 -10.485 6.398
P -2.184 -3.942 9.503
F -1.035 -3.991 10.658
F -2.201 -2.325 9.561
F -1.099 -3.645 8.376
F -3.447 -3.943 8.465
F -2.036 -5.587 9.289
F -3.370 -4.192 10.661
```

Summary:
DFT total energy (eV): -217148.2900
Gap between HOMO and LUMO (Eh): 0.3255
Total charge: +1

# C28H50ClFN8O6

7 unconnected molecules or ions with the total composition C28H50ClFN8O6 (wB97M-V/def2-TZVPD, the Open Molecules 2025 dataset).

Geometry as XYZ:
```
94
C28H50ClFN8O6, DFT wB97M-V/def2-TZVPD
C 6.367 0.633 -8.231
C 5.853 -0.817 -8.033
F 6.290 -1.648 -9.052
C 4.316 -0.781 -7.970
C 3.660 -1.712 -7.092
C 2.322 -1.692 -6.983
Cl 1.583 -2.823 -5.867
C 1.490 -0.783 -7.711
N 0.141 -0.834 -7.521
C -0.471 0.066 -8.250
C 0.158 0.968 -9.154
N 1.453 1.016 -9.330
C 2.140 0.101 -8.586
C 3.557 0.077 -8.686
H 5.760 1.255 -7.560
H 6.252 0.951 -9.272
H 7.404 0.686 -7.877
H 6.190 -1.177 -7.049
H 4.291 -2.402 -6.534
H -1.562 0.118 -8.164
H -0.470 1.677 -9.699
H 4.013 0.790 -9.374
C 4.222 -1.383 -0.599
N 3.902 -2.051 -1.847
C 2.674 -2.823 -1.932
C 4.699 -1.980 -2.923
O 4.479 -2.521 -3.995
H 4.301 -2.127 0.196
H 3.426 -0.675 -0.357
H 5.167 -0.845 -0.682
H 2.915 -3.858 -2.175
H 2.045 -2.417 -2.726
H 2.144 -2.784 -0.985
H 5.603 -1.370 -2.752
C 2.242 3.890 1.793
N 2.464 2.622 1.123
C 3.824 2.212 0.820
C 1.451 1.810 0.773
O 1.578 0.737 0.210
H 2.643 4.699 1.179
H 2.750 3.880 2.759
H 1.179 4.058 1.954
H 3.931 2.072 -0.258
H 4.037 1.262 1.313
H 4.527 2.967 1.162
H 0.460 2.211 1.048
C -1.721 4.335 5.406
N -0.523 3.573 5.117
C -0.646 2.315 4.397
C 0.701 3.991 5.492
O 1.738 3.392 5.276
H -2.398 3.732 6.015
H -2.220 4.599 4.471
H -1.473 5.247 5.947
H -0.245 1.506 5.010
H -0.066 2.370 3.473
H -1.689 2.116 4.166
H 0.685 4.955 6.029
C -4.881 -0.095 1.065
N -4.103 0.031 2.284
C -3.086 -0.963 2.579
C -4.295 1.037 3.147
O -3.679 1.198 4.192
H -5.420 -1.044 1.076
H -4.211 -0.068 0.203
H -5.600 0.717 0.985
H -3.315 -1.444 3.532
H -2.115 -0.472 2.662
H -3.051 -1.712 1.791
H -5.087 1.733 2.828
C -7.776 1.246 6.761
N -8.093 0.581 5.512
C -9.321 -0.190 5.412
C -7.285 0.655 4.439
O -7.495 0.122 3.363
H -7.698 0.504 7.559
H -8.566 1.957 7.006
H -6.830 1.779 6.680
H -9.082 -1.226 5.165
H -9.945 0.218 4.616
H -9.862 -0.155 6.355
H -6.385 1.264 4.619
C 0.101 -4.841 3.559
N 0.771 -4.147 2.478
C 0.144 -2.971 1.898
C 1.959 -4.557 1.993
O 2.566 -4.019 1.088
H -0.876 -5.192 3.218
H -0.036 -4.160 4.401
H 0.688 -5.696 3.887
H -0.028 -3.138 0.833
H 0.807 -2.112 2.012
H -0.803 -2.771 2.393
H 2.348 -5.456 2.502
```

Summary:
DFT total energy (eV): -69293.0481
Gap between HOMO and LUMO (Eh): 0.3115

# C3H5HgMgO4

A molecular structure, C3H5HgMgO4 (wB97M-V/def2-TZVPD, the Open Molecules 2025 dataset).

Geometry as XYZ:
```
14
C3H5HgMgO4, DFT wB97M-V/def2-TZVPD
O 0.745 -0.525 -0.348
C 2.104 -0.182 -0.393
C -0.155 0.361 -0.546
O 2.886 -1.139 -0.217
O 2.463 0.970 -0.614
C -1.539 0.021 -0.407
Mg 4.443 0.325 -0.527
H 0.186 1.375 -0.794
H -1.920 0.685 0.409
H -1.719 -1.041 -0.223
H -2.065 0.409 -1.298
Hg 3.080 -3.520 0.175
O -4.159 1.456 2.040
H -4.350 0.805 2.742
```

Summary:
DFT total energy (eV): -20966.0226
ΔE to the lowest compared entry with this formula, charge and spin (eV): 0.000
Gap between HOMO and LUMO (spin up / spin down) (Eh): 0.1702 / 0.1231
Total charge: +3
⟨S²⟩: 2.004
Spin multiplicity: 3

no.,maximum force (eV Å⁻¹)
1,4.57
2,0.23
3,4.87
4,2.04
5,1.66